Computed, not measured: 8 unconnected molecules or ions with the total composition C23H41Br14F2N2O4PS at a distorted geometry, with wB97M-V/def2-TZVPD.

XYZ file:
```
88
Properties=species:S:1:pos:R:3:mulliken_charge:R:1
H 1.18 0.21 2.57 0.081
N 0.26 -0.24 2.59 -0.404
C -0.67 0.56 2.23 0.238
C -2.05 -0.01 2.19 -0.527
C -0.36 2.01 1.79 -0.873
C -0.65 3.21 2.72 0.670
O 0.22 3.48 3.80 -0.333
C 1.27 2.61 4.18 0.187
O 1.11 1.90 5.12 -0.509
C 2.56 2.76 3.43 0.910
C 3.74 2.32 4.31 -1.541
P -0.62 4.83 1.74 -0.064
S -0.99 4.73 -0.16 -0.268
N -2.02 3.05 3.39 0.610
C -1.97 3.46 4.77 0.412
O -2.11 4.54 5.23 -0.453
F -1.78 2.38 5.54 -0.208
C -3.11 3.56 2.64 0.300
O -3.51 3.05 1.65 -0.360
F -3.69 4.67 3.14 -0.264
H -2.61 0.06 1.25 0.137
H -2.00 -1.06 2.47 -0.192
H -2.68 0.48 2.92 0.238
H 0.67 2.04 1.43 0.159
H -0.98 2.20 0.91 0.823
H 2.68 3.82 3.18 0.317
H 2.55 2.15 2.53 -0.551
H 3.72 1.24 4.43 0.316
H 4.68 2.65 3.89 0.436
H 3.64 2.77 5.30 0.386
H 0.70 5.25 1.97 0.087
H -1.39 5.72 2.50 0.122
Br 3.54 0.01 0.36 -0.147
C 2.98 -1.27 -0.99 -0.547
C 1.82 -2.11 -0.54 -0.387
Br 2.36 -3.48 0.74 -0.114
H 3.86 -1.86 -1.22 0.384
H 2.70 -0.67 -1.85 0.390
H 1.41 -2.65 -1.39 0.374
H 1.03 -1.54 -0.05 0.082
Br -1.66 -3.97 1.37 -0.109
C -1.00 -4.11 3.19 -0.605
C -2.10 -4.44 4.16 -0.545
Br -3.23 -2.89 4.52 -0.145
H -0.50 -3.17 3.41 0.289
H -0.26 -4.91 3.17 0.373
H -1.68 -4.72 5.12 0.371
H -2.75 -5.22 3.80 0.361
Br -4.65 -4.24 -2.64 -0.130
C -5.33 -3.36 -1.05 -0.468
C -5.43 -1.87 -1.21 -0.625
Br -3.69 -1.01 -1.09 -0.058
H -4.68 -3.64 -0.23 0.220
H -6.32 -3.78 -0.89 0.361
H -6.02 -1.45 -0.40 0.346
H -5.86 -1.57 -2.16 0.387
Br 3.27 -6.84 -2.07 -0.125
C 3.39 -7.08 -0.15 -0.437
C 3.25 -8.53 0.25 -0.561
Br 1.41 -9.14 0.13 -0.140
H 2.62 -6.46 0.29 0.165
H 4.37 -6.70 0.14 0.348
H 3.54 -8.67 1.29 0.355
H 3.84 -9.19 -0.38 0.383
Br 2.52 3.71 -0.14 0.019
C 2.60 5.16 -1.43 -0.501
C 3.08 4.68 -2.77 -0.611
Br 5.00 4.36 -2.78 -0.160
H 3.24 5.93 -1.00 0.420
H 1.58 5.53 -1.50 0.268
H 2.91 5.43 -3.53 0.403
H 2.61 3.75 -3.07 0.230
Br -1.59 -0.51 -6.01 -0.113
C -0.99 -2.04 -7.05 -0.568
C -0.08 -2.94 -6.24 -0.584
Br 1.70 -2.17 -6.04 -0.126
H -0.50 -1.65 -7.93 0.375
H -1.89 -2.58 -7.34 0.327
H 0.07 -3.89 -6.75 0.339
H -0.46 -3.12 -5.24 0.356
Br -1.11 2.70 -3.15 -0.067
C -1.05 4.15 -4.44 -0.696
C -0.59 3.68 -5.80 -0.425
Br 1.32 3.36 -5.86 -0.139
H -0.41 4.92 -4.02 0.340
H -2.07 4.52 -4.51 0.408
H -0.78 4.44 -6.55 0.370
H -1.07 2.75 -6.09 0.206
```

Computed properties:
Frontier orbital gap, eV: 9.431
2S+1: 1
DFT total energy, hartree: -38286.939417
Maximum force, Eh/bohr: 0.0251
SMILES string: [H]/N=C(/C)C[C@@](OC(=O)CC)([PH2]=S)N(C(=O)F)C(=O)F.BrCCBr.BrCCBr.BrCCBr.BrCCBr.BrCCBr.BrCCBr.BrCCBr
Charge: 0
HOMO energy, eV: -9.12